# C4H12N3

A 2-piece molecular cluster, C4H12N3 overall in a non-equilibrium geometry (wB97M-V/def2-TZVPD, the OMol25 dataset).

As for the HOMO-LUMO gap: 9.69 eV. The spin multiplicity is 1. As for the total charge: +1. The energy above the lowest of the compared OMol25 structures with the same formula, charge and spin comes out at 0.947 eV.

Element x y z (Å)
C1 1.07831 0.05879 2.44856
H1 -0.83610 0.36901 0.85755
C2 -2.10638 -0.20713 -0.75474
N1 -1.26196 -0.32470 -1.76365
H2 1.08586 1.57291 0.80943
H3 1.76416 1.07641 -1.50241
H4 -0.23663 -0.18036 -1.66979
H5 1.37838 -0.98289 2.55550
H6 -1.68118 -0.61727 -2.63629
H7 -3.14767 -0.44272 -0.95167
H8 2.17602 -0.47531 -1.93406
H9 0.04886 0.12837 2.81094
C3 1.44087 -0.30516 -0.03250
N2 1.50209 0.08852 -1.38923
N3 -1.81027 0.17369 0.47306
H10 1.59973 -1.39563 0.14511
H11 -2.55100 0.28650 1.09789
C4 1.19560 0.52084 1.01413
H12 1.74008 0.69442 3.12376

=====

# C4H12N3

An isolated ion of composition C4H12N3 and charge +1 in a non-equilibrium geometry (wB97M-V/def2-TZVPD, the OMol25 dataset).

As for the HOMO-LUMO gap: 10.62 eV. The spin multiplicity is 1. As for the total charge: +1. The energy above the lowest of the compared OMol25 structures with the same formula, charge and spin comes out at 1.594 eV.

Element x y z (Å)
C1 1.60221 0.71076 0.66561
H1 -1.60997 0.96147 1.11508
N1 -1.90114 -0.81894 -1.09397
C2 -1.46098 0.60657 -1.06286
H2 -2.29895 1.27093 -1.28314
H3 -0.43364 -1.58300 -0.12523
H4 -0.45852 1.97015 0.26129
C3 -0.86387 0.95996 0.32163
H5 -2.38053 -0.97935 -1.97246
N2 2.75008 -0.11890 0.64038
N3 0.33568 -1.32437 0.59327
H6 -2.54585 -1.02672 -0.33771
H7 1.58715 1.77520 0.88301
H8 3.46888 0.15675 1.29667
C4 0.37868 0.14909 0.57545
H9 -0.76949 0.69997 -1.89592
H10 3.09578 -0.10032 -0.31476
H11 0.26759 -1.69959 1.53798
H12 1.23692 -1.60967 0.19569

=====

Electronic energy readings, ordered: -8806.787, -8806.140 eV